(1)
306
Properties=species:S:1:pos:R:3:forces:R:3 method="wB97M-V/def2-TZVPD" orbital_gap_ev=8.7 smiles=CC1(C)CCCC(C)(C)N1O.CC1(C)CCCC(C)(C)N1O.CC1(C)CCCC(C)(C)N1O.COCCNCCOC.COCCNCCOC.COCCNCCOC.COCCNCCOC.COCCNCCOC.COCCNCCOC.COCCNCCOC.COCCNCCOC.COCCNCCOC homo_energy_ev=-8.13 total_energy_ha=-5437.8441 lumo_energy_ev=0.57
O -0.318 -4.300 -0.149 0.5 -0.4 0.4
O -1.486 6.828 -2.942 -1.0 -0.4 0.0
O 4.990 -2.845 8.372 0.1 -1.2 1.7
O 2.832 -6.827 -0.049 0.7 -0.2 0.8
O -1.545 0.221 -7.674 -0.2 0.5 -0.7
O -0.959 -1.572 0.084 -0.9 1.9 -0.1
O 1.869 2.379 -6.059 0.0 -0.1 0.3
O -4.386 -4.667 4.056 0.6 -0.6 -0.5
O 5.308 2.186 2.343 0.0 -1.2 1.4
O -8.791 2.859 2.626 1.4 0.3 -0.6
O -5.852 0.475 -5.335 0.8 0.1 -0.3
O -0.144 5.736 3.208 -0.1 1.4 -0.3
O 1.798 4.922 -2.354 0.6 0.0 -1.3
O 4.554 -2.382 -4.437 -0.2 -0.5 0.2
O 1.003 -6.612 4.125 0.2 -0.1 -0.6
O 2.328 2.604 6.112 0.6 -0.7 1.3
O 0.065 -0.889 4.437 -1.2 -0.2 0.0
O -6.088 -2.237 -1.185 0.7 0.4 1.8
O 5.557 -1.027 -0.814 0.2 -0.4 -1.3
O 5.434 -0.276 5.248 1.0 0.3 1.8
O 7.401 -0.949 -5.378 0.6 1.2 0.1
N 3.176 4.019 -0.095 -0.6 -0.6 0.3
N 4.878 0.088 -6.109 -1.3 2.4 -0.3
N -4.718 -0.585 -7.861 0.7 -1.3 0.0
N 5.875 -1.181 2.716 0.4 -0.1 0.4
N -7.448 2.350 2.289 -0.5 0.8 1.3
N -4.852 -3.236 1.551 0.3 -0.7 0.7
N 1.828 -2.294 6.390 0.3 -0.2 1.2
N 3.480 -5.880 2.721 -0.7 -0.6 1.1
N -0.315 -0.927 -1.017 0.3 1.2 0.3
N 1.404 3.240 3.436 1.7 1.2 0.6
N 1.543 -3.022 -2.455 -0.3 -0.1 1.1
N -2.811 6.220 -2.854 -0.2 -1.0 -0.2
C 4.196 -6.604 0.423 -1.1 -0.7 -0.4
C 2.348 -8.181 0.154 0.1 1.4 0.1
C 0.446 0.246 -0.425 0.4 -0.3 -0.4
C -0.550 4.481 2.817 -1.2 -1.0 0.6
C -0.599 6.750 2.333 1.6 1.4 0.4
C -4.464 3.877 -2.540 -1.2 -1.0 -0.9
C -6.153 0.932 -4.023 1.5 -2.0 0.5
C 2.832 -2.371 -2.692 0.6 -1.4 -0.5
C 4.896 2.906 1.234 -0.2 -1.7 -1.7
C -1.868 4.671 -1.132 0.8 -1.3 0.2
C 3.434 3.261 1.153 -0.3 0.1 -0.5
C -0.160 -6.516 4.891 0.5 -0.6 0.3
C 5.777 0.415 6.513 -1.5 -1.1 -1.2
C 1.705 5.689 -3.559 -1.2 -1.0 0.8
C -0.349 -0.537 -7.519 -0.6 -1.1 -1.1
C -5.325 0.548 1.498 0.4 1.6 -0.3
C -7.280 1.663 4.616 -0.7 0.6 0.4
C 8.707 -1.493 -5.498 -0.6 -0.3 -1.2
C -0.013 -4.731 1.187 0.5 1.3 -0.8
C -4.349 4.883 -1.437 1.5 1.0 -1.0
C -2.610 0.014 -1.693 0.9 1.9 1.2
C 1.541 -0.425 0.454 -1.7 -1.3 0.6
C -6.896 -2.580 -2.244 0.3 -1.2 -0.8
C -1.838 4.265 -4.259 0.7 -0.8 -0.8
C 3.537 0.675 -5.687 0.0 -0.5 -1.2
C -5.056 -3.206 -1.000 -0.4 0.1 0.4
C -2.993 6.730 -0.422 0.1 0.8 0.4
C -3.999 -2.774 2.669 -0.8 2.4 -1.3
C 2.467 2.320 7.549 -0.2 0.7 -2.3
C -2.424 -0.264 -8.695 0.4 -1.1 -0.8
C -4.472 0.108 -5.518 -0.4 0.0 0.7
C 1.792 4.563 -0.110 0.3 -0.6 1.4
C -4.184 -2.967 0.279 -0.6 -0.1 -1.1
C -1.263 -0.862 3.848 1.1 -0.8 -2.0
C -5.751 1.778 0.668 0.8 0.1 -0.6
C -8.024 -0.009 2.909 -0.7 0.7 0.6
C 1.738 -4.160 -1.543 -0.6 1.3 0.5
C 5.552 2.866 3.562 0.6 0.2 0.2
C 3.341 -3.031 -3.988 0.8 1.2 -1.1
C -7.154 1.236 3.171 1.4 -1.1 -0.6
C -3.041 6.135 -5.278 -0.8 1.3 0.0
C -0.545 0.143 -3.209 0.2 -0.4 1.5
C -1.651 -2.062 -2.628 1.1 0.1 -1.0
C -2.981 5.239 -4.046 1.5 1.4 0.7
C 2.045 -2.132 4.975 0.7 -0.3 0.1
C -0.369 1.230 0.399 0.1 -0.1 0.7
C -7.193 2.289 0.875 0.3 0.7 -1.1
C 5.335 -1.669 1.467 1.6 0.5 0.3
C -7.210 3.750 0.334 -1.1 -1.2 0.1
C -1.303 -0.678 -2.119 -0.3 -0.4 0.6
C 0.504 -4.921 -1.161 -0.4 0.6 -0.2
C 5.190 -3.761 9.518 0.9 1.3 -1.3
C -4.340 -0.992 -6.501 -1.6 -0.4 -0.9
C -8.110 1.438 -0.008 0.8 -1.0 -0.2
C -4.463 -3.275 3.979 -1.9 0.6 2.0
C -3.849 0.294 -8.583 1.5 0.7 1.2
C 5.986 1.001 -5.814 0.4 -0.2 0.3
C 6.141 -1.527 5.103 0.6 0.9 1.6
C 0.056 3.512 3.796 -1.5 -1.7 -0.3
C -5.344 -5.349 4.821 0.6 -1.8 -0.5
C 7.340 0.308 -6.043 -0.6 0.1 -0.9
C 1.848 1.978 3.924 0.2 -2.6 -1.2
C 0.127 1.432 -2.695 -1.3 0.0 0.8
C 3.354 -6.451 4.123 1.0 1.1 -1.1
C 1.203 3.319 -6.869 -0.4 0.1 -0.1
C 2.091 -6.069 4.824 -0.1 0.1 0.4
C 4.346 -6.750 1.919 -0.8 -0.5 -0.2
C 0.769 -2.118 4.261 -1.8 0.0 -2.7
C 5.738 -0.017 -1.809 1.5 -0.1 0.6
C 3.913 -3.260 7.558 -0.2 -0.1 -2.1
C 1.098 1.068 -1.561 -0.1 -0.4 -1.2
C 1.604 1.617 5.339 -0.4 2.5 1.6
C 5.659 -2.092 3.825 -1.4 0.4 -0.4
C 1.685 5.601 -1.158 -0.7 0.7 0.5
C 3.080 1.874 -6.584 -0.1 -1.0 -0.7
C 5.733 -2.934 -3.851 -1.3 1.5 0.8
C -4.273 4.482 -3.904 -1.5 1.4 -0.8
C -2.956 5.627 -1.495 -1.1 0.5 0.3
C 2.974 -2.066 7.297 1.0 -0.6 -1.9
C -5.616 0.849 2.945 -1.7 0.8 0.7
C 5.541 -0.494 0.487 -1.8 -1.7 -0.3
H 2.843 1.607 -7.672 0.9 0.0 1.3
H -5.615 -4.846 5.726 0.3 0.4 0.9
H -1.838 3.361 -3.649 -0.1 0.3 0.3
H 1.996 3.973 3.857 -0.3 -0.4 -0.4
H -9.042 0.309 2.772 -0.7 0.5 0.1
H -5.707 1.593 -0.435 0.4 -0.1 0.8
H 2.426 6.354 -0.919 0.7 0.3 -0.6
H -2.041 7.265 -0.280 0.0 -0.3 -0.4
H -8.061 0.402 0.319 0.1 -0.1 -0.1
H 2.648 -1.666 8.194 -1.0 0.4 2.0
H 7.520 0.156 -7.129 -0.3 -0.1 0.3
H -1.571 0.162 3.773 -0.2 0.7 0.6
H -3.723 3.112 -2.462 0.4 -0.9 0.5
H 4.680 0.161 0.582 -0.2 0.5 0.1
H 0.553 1.797 5.584 -0.2 -0.5 0.0
H -1.238 0.479 -3.934 -0.9 -0.2 -1.1
H -3.741 7.493 -0.639 -0.1 0.0 -0.2
H 5.616 -2.942 -2.775 0.0 -0.5 0.4
H -5.467 3.377 -2.556 0.8 0.4 0.4
H -2.013 3.875 -5.285 0.4 0.2 0.4
H 5.558 -0.225 2.862 -0.1 -0.3 0.6
H 5.564 3.704 1.072 0.5 1.7 -0.1
H -0.187 4.210 1.838 0.0 0.0 -0.6
H 3.678 -1.324 6.938 0.0 0.6 -0.6
H -1.660 4.424 2.830 0.3 -0.1 -0.1
H -4.470 -3.234 -1.959 0.0 -0.1 1.0
H -0.713 -1.571 -7.300 0.8 0.4 0.1
H 0.921 -4.237 1.504 -0.2 -0.2 0.2
H 2.525 1.260 7.707 0.1 -0.6 0.2
H 2.490 -4.818 -1.862 0.9 -1.0 -0.9
H 4.330 -3.776 10.130 -1.1 0.4 0.9
H -3.295 0.212 -2.506 0.1 0.0 -0.5
H 6.709 0.503 -1.541 -0.9 -0.1 -0.4
H 4.818 -7.424 -0.001 0.0 0.7 -0.2
H -3.979 -2.812 4.881 0.2 -0.2 -0.9
H -6.316 -2.329 -3.155 -0.6 -0.9 -0.2
H -5.841 -0.299 1.109 -0.3 -1.0 0.0
H -3.060 5.529 -6.171 0.1 -0.1 -0.4
H 4.364 -3.558 6.546 -0.7 0.0 1.2
H -2.937 -2.869 2.451 0.3 -0.5 0.2
H 5.412 -6.619 2.100 0.1 0.4 0.5
H 5.907 -0.441 -2.848 -0.8 0.3 1.4
H -2.020 -1.474 4.365 0.5 0.1 0.0
H 1.275 1.212 3.375 0.0 0.0 -0.2
H -5.542 -2.958 4.131 0.8 -0.3 -0.5
H 6.164 2.231 4.240 -0.3 0.2 -0.8
H 1.061 -1.679 6.646 0.2 -0.1 0.2
H -0.132 6.664 1.328 -0.2 -0.1 0.4
H 3.543 1.069 -4.659 0.1 -0.2 0.0
H -1.756 4.458 -0.069 -0.4 0.4 0.3
H 6.006 -2.484 1.199 -0.2 -0.3 -0.6
H 4.673 3.121 4.142 -0.6 -0.1 -0.1
H 6.820 0.676 6.550 0.6 -0.3 0.1
H 3.107 -8.844 -0.273 -0.4 -0.4 0.1
H -7.107 3.795 -0.750 0.3 -0.1 0.0
H -2.234 -2.689 -2.013 -0.2 -0.6 1.6
H 0.862 -5.906 -0.899 -0.5 -0.4 0.5
H 5.959 1.947 -6.372 0.0 -0.5 -0.5
H 5.212 1.326 6.467 -0.3 0.6 -0.1
H -3.826 1.284 -8.111 0.5 0.3 0.0
H 5.941 -3.875 -4.264 0.3 -1.6 -0.5
H -2.528 -1.368 -8.608 0.1 0.3 0.2
H 8.153 0.956 -5.727 0.2 0.2 0.4
H -4.191 -1.671 2.666 0.5 -0.6 0.3
H -1.017 0.762 1.136 -0.2 -0.1 -0.1
H 2.516 -5.847 2.351 0.9 -0.3 -0.2
H 3.883 2.609 -6.517 -0.1 0.4 -0.4
H -6.751 2.590 4.827 0.4 -0.1 -0.1
H 1.582 1.967 -1.163 0.1 -0.4 0.0
H 0.878 -2.271 3.144 0.4 0.3 0.9
H -5.164 -1.668 -6.271 0.3 -0.6 0.4
H 1.749 4.273 -6.964 -0.1 -0.2 0.2
H -1.774 7.743 -2.977 0.4 0.3 -0.1
H 3.336 -4.099 7.943 0.2 -0.2 0.3
H 4.334 -2.095 1.617 -0.3 0.4 -0.6
H 5.959 1.382 -4.785 0.0 -0.3 0.4
H -0.700 -2.469 -0.007 0.5 -1.9 -0.2
H 5.105 2.236 0.364 0.0 0.2 0.5
H -0.824 4.705 -4.218 -0.6 -0.1 0.0
H 2.179 -1.068 -0.141 0.2 -0.1 -0.3
H 0.525 1.924 -3.612 0.3 0.0 1.1
H 3.251 3.997 1.911 -0.4 0.1 0.7
H -5.006 2.574 0.880 -0.6 -0.2 0.0
H -0.876 4.976 -1.441 0.0 0.2 -0.4
H 1.635 2.746 8.088 -0.4 0.1 0.3
H 0.955 -2.418 -1.875 0.0 0.5 -0.5
H -3.869 0.919 -5.882 0.3 1.0 0.3
H -1.997 -0.172 -9.746 -0.2 0.5 1.2
H -4.118 -0.266 -4.577 0.5 0.0 0.7
H 2.161 -8.417 1.236 0.1 0.2 -0.9
H -0.984 -6.720 4.260 -0.9 -0.5 -0.6
H 0.171 -0.569 -3.648 0.1 0.4 -0.1
H -2.287 -2.020 -3.463 -0.9 0.6 -1.6
H 2.887 1.709 3.679 0.0 0.7 -0.1
H 8.892 -1.655 -6.584 0.1 -0.1 0.5
H 1.048 3.779 -0.362 0.1 0.2 0.5
H -4.306 4.406 -0.479 -0.7 -0.2 0.6
H -7.812 -2.054 -2.280 -0.8 1.3 0.3
H 2.114 -3.762 -0.620 0.6 0.2 1.0
H -4.246 0.469 -9.544 -0.5 0.0 -1.3
H 1.564 5.007 0.913 0.3 -0.6 -1.2
H 1.786 0.420 -2.095 0.9 -0.1 0.4
H -3.221 6.378 0.602 -0.1 -0.4 -0.7
H 6.522 -2.247 -4.042 0.6 0.3 -0.4
H 2.555 -1.210 4.748 0.7 0.4 -0.2
H -9.161 1.669 0.006 -0.3 0.6 -0.1
H -2.296 6.944 -5.383 0.2 -0.9 0.3
H -0.219 7.700 2.812 -0.5 -0.8 -0.7
H 2.056 -6.443 5.869 0.4 0.0 -0.3
H 0.720 6.110 -1.113 -0.3 0.1 0.1
H 2.153 0.213 1.057 0.3 0.9 0.1
H -0.268 -5.508 5.223 -0.2 0.9 0.7
H -8.516 3.753 2.907 -0.6 -0.5 -0.1
H -3.800 -1.942 0.324 0.0 -0.3 -0.2
H 2.734 -0.103 -5.770 0.9 0.4 0.2
H -6.301 -5.477 4.293 0.3 -0.1 -0.2
H 4.188 -6.037 4.689 0.2 -0.1 0.2
H 2.595 -2.982 4.558 0.3 0.2 0.2
H 6.071 -3.427 10.104 -0.6 -0.1 -0.6
H -0.911 1.951 -0.187 -0.5 0.1 -0.4
H 0.215 3.459 -6.412 0.3 0.3 0.1
H 4.548 -2.200 4.026 0.8 -0.4 -0.4
H 3.481 -7.527 4.072 -0.2 -0.4 0.2
H -0.035 3.894 4.806 -0.3 0.1 0.4
H -5.161 5.599 -1.587 0.0 0.1 0.6
H 3.385 2.814 7.834 0.2 0.0 0.3
H -0.837 -4.384 1.814 0.1 -0.4 0.1
H -5.500 -0.011 3.575 0.3 -0.7 0.4
H 1.862 0.614 5.600 0.4 -0.7 0.1
H -6.081 0.068 -3.267 -0.3 1.0 -0.9
H -5.074 5.227 -4.078 0.1 -0.1 0.3
H 0.983 2.969 -7.887 0.3 -0.3 0.0
H 0.312 -0.596 -8.451 -0.9 0.3 1.0
H -0.655 2.096 -2.211 0.6 -0.5 -1.0
H -3.352 -3.655 0.120 0.5 0.1 0.1
H -4.448 3.827 -4.789 0.6 -0.1 0.8
H -0.183 -4.938 -1.976 -0.3 -0.5 -1.0
H 6.442 0.042 0.702 0.7 0.3 0.3
H -2.065 3.695 -1.560 0.2 -0.2 -0.2
H 4.469 -5.601 0.069 0.0 -0.4 0.0
H -0.478 2.497 3.748 0.3 1.4 0.0
H 5.399 -0.138 7.402 0.7 0.0 -0.6
H -8.081 -0.655 3.783 0.5 -0.3 -0.1
H -8.291 1.856 4.952 -0.5 0.1 -0.4
H 5.058 -0.733 -5.581 -0.3 -1.0 0.5
H 2.637 -2.879 -4.838 0.1 0.2 0.9
H -1.673 6.838 2.198 -0.3 -0.4 0.3
H 2.763 2.352 1.352 0.9 1.1 -0.4
H -7.277 -3.628 -2.113 0.8 0.3 -0.7
H -5.001 1.659 3.403 -0.2 -0.4 -0.7
H -3.226 -0.434 -0.911 0.5 -0.5 -0.1
H 4.149 -7.825 2.139 0.1 0.4 0.1
H 4.904 0.684 -1.689 0.1 0.1 -0.7
H -7.653 1.441 -1.029 -0.8 0.2 0.6
H 3.482 -4.103 -3.962 0.2 -0.4 0.5
H 1.990 -4.975 4.918 0.0 -0.1 -0.2
H 0.767 6.252 -3.557 0.0 0.1 0.0
H 7.242 -1.365 5.241 -0.6 0.0 -0.7
H 5.872 -2.188 5.939 -0.1 0.0 -0.1
H -6.982 0.886 5.295 0.7 -0.5 0.2
H 3.556 -2.493 -1.811 -0.8 0.4 -1.2
H -1.252 -1.145 2.714 0.3 -0.1 1.8
H 0.154 -5.793 1.172 -0.2 -0.6 0.4
H -3.975 6.714 -5.251 -0.1 -0.3 0.0
H 2.754 -1.329 -2.993 -0.3 0.3 0.5
H -4.903 -4.237 1.734 -0.3 0.0 -0.6
H 0.329 1.849 0.945 0.4 0.1 0.4
H -2.286 1.001 -1.253 -0.8 -0.7 -0.6
H 1.634 4.905 -4.318 0.4 0.5 -0.3
H -7.842 -0.524 1.989 0.8 -0.6 -0.2
H -5.557 -4.194 -0.878 0.3 0.3 -0.1
H -0.769 -2.587 -2.997 0.0 -0.1 0.3
H -8.186 4.167 0.563 -0.1 0.3 0.1
H 1.015 -1.108 1.196 0.6 0.8 -0.8
H 1.403 -8.167 -0.423 0.5 -0.5 0.4
H -0.116 -7.238 5.731 -0.2 0.4 -0.2
H 8.644 -2.462 -5.010 0.5 0.0 0.1
H -3.392 -1.520 -6.424 0.1 0.2 -0.2
H -5.598 -0.145 -7.753 -1.1 0.3 -0.1
H 9.519 -0.847 -5.133 -0.4 -0.1 0.3
H 0.167 -2.981 4.530 -0.4 -0.2 0.6
H 0.222 -0.126 -6.691 -0.1 0.1 0.0
H -5.480 1.697 -3.635 0.1 0.2 -0.4
H 6.076 -3.091 3.621 0.0 0.4 -0.1
H 2.510 6.385 -3.679 0.8 0.2 -0.2
H -6.444 4.281 0.844 0.6 0.7 0.3
H -7.134 1.282 -4.117 -1.5 0.6 0.4
H -4.242 0.406 1.391 -0.2 -0.2 -0.3
H 3.331 3.464 -0.951 -0.1 0.3 0.7
H 6.077 3.812 3.378 0.1 -0.1 -0.1
H -4.851 -6.372 5.026 -1.1 1.5 -0.1
H 5.307 -4.781 9.191 0.4 -0.4 -0.4

=====

(2)
44
Properties=species:S:1:pos:R:3:forces:R:3 method="wB97M-V/def2-TZVPD" orbital_gap_ev=10.7 charge=+1 homo_energy_ev=-13.05 total_energy_ha=-865.0304 lumo_energy_ev=-2.33
O -3.163 -0.542 -3.005 0.2 -0.1 -0.1
O -3.186 1.940 0.273 0.1 -0.2 -0.3
O 2.984 -2.819 0.819 0.0 0.1 0.4
O 0.616 -1.332 1.994 -0.5 -0.1 -0.4
O -3.856 -0.656 -0.364 0.7 0.0 -0.5
O -1.604 1.162 2.357 0.2 0.0 -0.2
O 3.932 -0.131 1.642 -0.2 0.0 0.0
O -2.231 -1.459 1.745 -0.6 -0.6 0.0
N 1.490 1.283 1.678 -0.7 -0.3 -0.4
C 1.319 1.963 0.360 0.3 0.2 -0.2
C 1.881 1.732 -2.054 0.6 -0.4 0.1
C 0.345 -1.120 -1.723 -0.5 0.4 0.0
C 1.465 0.972 -0.798 -0.6 0.3 0.2
C 0.137 0.229 -1.029 0.3 -0.2 -0.1
H 1.117 -1.923 1.405 -0.2 0.1 0.2
H -2.805 -2.029 2.300 0.5 0.5 -0.6
H 2.074 2.746 0.272 0.0 0.0 0.2
H 0.835 -0.990 -2.691 0.0 -0.1 0.0
H -2.238 1.539 1.710 0.3 0.1 0.2
H 0.879 0.432 1.712 0.4 0.0 0.1
H -3.973 2.464 0.435 -0.1 0.1 0.0
H 3.250 -3.527 1.427 -0.1 0.1 -0.3
H -3.497 1.069 -0.050 -0.1 0.4 0.2
H -2.750 -1.215 0.939 0.1 -0.3 0.5
H -0.523 0.877 -1.615 0.0 0.0 0.0
H 2.016 1.029 -2.878 -0.2 0.1 -0.1
H -0.347 -1.493 1.842 0.7 -0.1 0.1
H 2.238 0.241 -0.532 0.0 0.1 0.0
H 3.154 -3.131 -0.075 0.1 -0.2 0.0
H 1.166 1.855 2.448 0.1 0.2 0.2
H -0.623 -1.609 -1.869 0.1 -0.1 -0.1
H -1.802 0.213 2.307 0.0 0.2 0.2
H 0.339 2.439 0.360 -0.1 -0.1 0.0
H 2.856 2.208 -1.925 -0.1 0.1 0.1
H -3.574 -0.711 -1.312 -0.3 0.0 0.3
H 3.754 -1.057 1.431 -0.1 -0.2 -0.1
H -3.750 -0.610 -3.771 0.3 0.0 0.2
H -2.256 -0.706 -3.303 -0.4 0.0 -0.1
H 0.939 -1.793 -1.106 0.1 0.0 0.0
H -0.378 0.069 -0.084 0.0 0.0 0.2
H 2.459 0.953 1.802 0.0 0.0 0.1
H -4.728 -1.039 -0.311 -0.4 -0.2 0.0
H 4.879 -0.024 1.560 0.3 0.1 0.0
H 1.159 2.500 -2.320 -0.1 0.0 -0.1

=====

(3)
23
Properties=species:S:1:pos:R:3:forces:R:3 method="wB97M-V/def2-TZVPD" orbital_gap_ev=8.6 smiles="C=CS(=O)(=O)C=C.C=C(Br)/C=C/Br" homo_energy_ev=-8.54 total_energy_ha=-6007.4098 lumo_energy_ev=0.10
Br -1.421 2.976 0.150 0.0 0.3 0.0
Br -5.125 -1.183 -0.223 0.2 0.0 0.1
S 1.151 -0.025 -0.128 -0.1 0.0 -0.1
O 0.726 -0.280 1.227 0.5 0.0 0.2
O 0.116 0.121 -1.118 0.5 0.0 -0.3
C 1.981 2.383 -1.009 -0.2 0.0 -0.3
C -1.951 1.234 0.587 -0.4 -0.2 -0.1
C -2.945 0.619 -0.041 0.1 0.6 0.1
C 2.261 -1.335 -0.640 -0.4 0.7 0.0
C -2.540 -1.692 0.776 -0.3 0.0 -0.2
C 2.200 1.433 -0.128 -0.4 -0.8 0.1
C 2.874 -2.067 0.264 0.0 -0.2 0.3
C -3.316 -0.751 0.251 -0.1 -0.7 0.2
H 2.673 -1.900 1.310 0.0 0.0 0.2
H -2.899 -2.689 0.960 -0.1 -0.1 0.0
H -1.511 -1.485 1.013 0.2 0.2 0.0
H 1.185 2.260 -1.726 -0.1 0.0 -0.2
H 3.565 -2.858 0.010 0.0 0.0 -0.1
H 2.929 1.438 0.662 0.2 0.0 0.2
H -3.523 1.134 -0.796 0.1 0.1 -0.1
H 2.364 -1.422 -1.707 0.1 0.0 -0.2
H 2.550 3.297 -1.052 0.1 0.1 0.2
H -1.345 0.790 1.358 0.0 0.0 0.1